(1)
Computed, not measured: an isolated molecule of C6H10F2 at a distorted geometry, with ωB97M-V with the def2-TZVPD basis set.

Structure (XYZ):
```
18
Properties=species:S:1:pos:R:3:forces:R:3:lowdin_charge:R:1
C -1.014342 0.542340 -2.564443 -1.061 2.147 -0.568 -0.1397
C 0.066194 0.790419 -1.376812 -2.708 -1.942 -3.243 -0.1323
C 0.155201 -0.059544 -0.364706 2.556 0.778 0.483 -0.2965
C -0.843701 -1.061860 0.043460 -0.944 -0.272 0.044 -0.1504
F -0.243645 -2.315187 0.296206 -0.068 0.397 -0.338 -0.0625
C 1.447104 0.099344 0.474125 -1.589 2.498 0.592 -0.1041
C 1.051675 1.255037 1.532865 -1.276 -3.156 1.050 -0.0353
F -0.375579 0.752343 1.874652 2.515 1.544 1.385 -0.2022
H -2.133318 1.216547 -2.300784 3.507 -2.018 -1.090 0.1296
H -1.361687 -0.605638 -2.732658 1.155 2.938 0.274 0.0805
H -0.433462 1.074148 -3.607883 -2.244 -1.897 3.027 0.1205
H 0.817297 1.494171 -1.716145 0.129 0.009 0.641 0.0910
H -1.558040 -1.153105 -0.806350 0.149 -0.352 0.979 0.1068
H -1.298936 -0.752790 1.018800 0.048 -0.416 -1.264 0.1316
H 2.053878 0.761896 -0.150975 0.983 -1.197 -0.156 0.0911
H 1.817991 -0.892500 0.806002 0.154 1.113 0.120 0.1226
H 0.717230 2.146323 0.995082 0.918 0.062 0.250 0.0994
H 1.779272 1.382128 2.490254 -2.224 -0.236 -2.187 0.1498
```
Positions in Å, forces in eV/Å.

Computed properties:
Total energy ... -11815.0886 eV
Relative energy (zero: lowest compared OMol25 entry of this formula, charge and spin) ... 3.7934 eV
SMILES ... C/C=C(\CF)CCF
Total charge ... 0
HOMO level ... -9.398 eV

(2)
Computed, not measured: a cluster of 2 separate species, C6H10F3NO in total at a distorted geometry, with ωB97M-V with the def2-TZVPD basis set.

Structure (XYZ):
```
21
Properties=species:S:1:pos:R:3:forces:R:3:lowdin_charge:R:1
C -0.119895 1.682395 1.756260 0.778 -1.067 -1.899 0.0494
C 0.051914 1.302268 0.502830 -1.958 -1.178 -1.337 -0.1100
C 0.476144 -0.062774 0.064606 2.147 -1.543 0.850 -0.4594
O -0.190865 -0.594114 -1.048152 -0.120 -0.346 1.311 0.0068
N 1.040925 -1.069073 1.039103 -1.675 0.847 0.588 0.0994
C 1.945061 -0.439982 0.146155 2.262 -1.045 -0.454 -0.3020
C 2.522228 -1.380024 -0.956804 -2.471 0.254 -0.600 -0.0420
H -0.330907 2.697187 1.775767 -0.856 1.608 1.433 0.0466
H 0.033970 0.918471 2.472445 0.387 0.106 1.316 0.0643
H -0.491917 1.873759 -0.311953 1.442 -0.163 0.698 0.1307
H -0.267153 0.187302 -1.560579 -0.573 0.924 -1.636 0.0765
H 0.959225 -2.052869 0.797270 -0.753 0.250 -0.244 0.1039
H 2.697468 0.156311 0.681512 -0.448 0.321 -0.477 0.1351
H 3.421796 -1.016185 -1.392141 0.628 0.574 -0.422 0.0448
H 2.716613 -2.471426 -0.744593 -0.520 1.196 0.450 0.0894
H 1.643316 -1.302940 -1.693990 1.778 -0.721 0.398 0.0897
F -4.227194 -0.554262 -0.477759 0.794 0.796 0.570 0.0760
C -3.154885 0.287759 -0.251540 -2.364 -0.246 -0.738 -0.4744
F -3.513586 1.248258 0.595930 -0.022 -0.385 0.364 0.1277
F -2.892443 0.869018 -1.400293 0.276 0.735 -1.332 0.1226
H -2.319824 -0.279069 0.005925 1.270 -0.916 1.162 0.1249
```
Positions in Å, forces in eV/Å.

Computed properties:
Total energy ... -18071.4668 eV
Relative energy (zero: lowest compared OMol25 entry of this formula, charge and spin) ... 2.7498 eV
SMILES ... C=C[C@]1(O)N[C@H]1C.FC(F)F
Total charge ... 0
HOMO level ... -9.190 eV

(3)
Computed, not measured: a cluster of 3 separate species, C6H10FINO4 in total at a distorted geometry, with ωB97M-V with the def2-TZVPD basis set.

Structure (XYZ):
```
23
Properties=species:S:1:pos:R:3:forces:R:3:lowdin_charge:R:1
I -0.533478 -0.966676 3.224066 -0.013 0.075 0.026 -0.3814
C 2.434548 -0.998559 0.363724 -0.190 -0.502 0.259 -0.0209
C 2.097761 0.390660 -0.109013 0.059 0.324 0.072 -0.5666
O 2.564536 0.884904 -1.124504 0.070 -0.008 -0.119 0.0177
N 1.247669 1.050733 0.709805 -0.310 -0.102 0.560 -0.0111
C 0.705511 2.360125 0.476873 -0.159 0.314 -0.089 -0.0822
H 1.525677 -1.556247 0.607657 -0.023 0.054 -0.198 0.0431
H 2.978307 -0.998412 1.311121 0.158 0.251 -0.120 0.0801
H 3.003607 -1.526884 -0.395046 0.027 0.067 -0.040 0.0765
H 0.870808 0.559142 1.515676 0.058 -0.200 -0.027 -0.0483
H 1.140517 2.762491 -0.435269 -0.111 0.002 -0.035 0.0802
H 0.893360 3.054902 1.301903 0.315 -0.156 0.008 0.0769
H -0.387281 2.323961 0.402375 0.075 -0.068 -0.290 0.0677
C -2.360682 -0.130985 -0.181794 -0.440 0.324 0.121 -0.0749
C -1.842820 -1.542561 -0.239303 1.079 0.155 -0.282 -0.3336
O -0.906465 -1.479715 -1.307534 -0.498 0.059 0.186 0.1079
C -1.206443 -0.405872 -2.103212 0.397 -0.657 0.033 -0.5633
O -0.743299 -0.255325 -3.184717 -0.086 0.289 -0.112 0.1632
O -2.073629 0.399536 -1.482194 -0.163 0.180 -0.043 0.0711
F -2.809752 -2.451511 -0.580482 -0.202 0.009 0.021 0.0464
H -1.844871 0.451941 0.579901 0.111 -0.112 0.028 0.0807
H -3.434749 -0.077201 -0.012584 0.034 -0.092 -0.027 0.1394
H -1.318821 -1.848457 0.662543 -0.189 -0.205 0.067 0.0314
```
Positions in Å, forces in eV/Å.

Computed properties:
Total energy ... -26886.7275 eV
Relative energy (zero: lowest compared OMol25 entry of this formula, charge and spin) ... 0.0000 eV
Total charge ... -1
HOMO level ... -4.688 eV

(4)
Computed, not measured: an isolated molecule of C6H10IN at a distorted geometry, with ωB97M-V with the def2-TZVPD basis set.

Structure (XYZ):
```
18
Properties=species:S:1:pos:R:3:forces:R:3:lowdin_charge:R:1
I -2.998559 0.071261 -0.201179 0.987 -0.008 0.607 0.7268
N -1.170543 0.044962 0.958414 2.931 -1.410 -2.132 -0.3757
C -0.500695 1.360580 1.003200 0.409 -0.090 0.332 -0.3243
C -0.160024 1.712659 -0.444073 2.165 1.989 0.830 -0.2451
C 0.458066 0.473398 -1.026120 -0.176 -1.168 1.153 -0.1481
C 0.063778 -0.586957 0.004645 -2.567 -0.902 2.129 -0.4475
C 1.061490 -1.512863 0.715274 0.744 2.147 -3.327 -0.0586
C 0.073657 -2.042988 -0.307042 1.006 0.713 -0.694 -0.0981
H 0.452798 1.210657 1.614105 -1.245 0.086 -0.660 0.1448
H -1.139889 2.045350 1.524463 -0.222 0.708 0.120 0.0912
H 0.477554 2.620909 -0.592658 -0.159 -0.701 0.549 0.1254
H -1.038207 2.005931 -0.917120 -1.715 0.126 -1.012 0.0240
H 0.036739 0.192618 -1.954923 -0.683 -0.159 -1.081 0.0947
H 1.525612 0.471695 -1.207705 0.356 0.329 0.382 0.1178
H 0.931720 -1.876892 1.645185 -0.743 -0.635 3.154 0.0566
H 2.123840 -1.244919 0.499496 -0.929 -0.705 -0.186 0.1182
H 0.479434 -2.184187 -1.288139 0.038 -0.501 -0.508 0.0949
H -0.676763 -2.761218 -0.025829 -0.200 0.182 0.346 0.1031
```
Positions in Å, forces in eV/Å.

Computed properties:
Total energy ... -15972.2156 eV
Relative energy (zero: lowest compared OMol25 entry of this formula, charge and spin) ... 1.8044 eV
SMILES ... IN1CCCC12CC2
Total charge ... 0
HOMO level ... -8.864 eV

(5)
Computed, not measured: the ion C6H10IN2O with charge +1 at a distorted geometry, with ωB97M-V with the def2-TZVPD basis set.

Structure (XYZ):
```
20
Properties=species:S:1:pos:R:3:forces:R:3:lowdin_charge:R:1
C 1.218477 -1.925583 2.094015 -2.629 -2.329 -1.281 -0.0024
C -1.091116 0.235096 -0.973472 -2.582 -0.786 -1.757 -0.4281
C 1.823686 -0.726433 1.976934 1.829 2.500 1.678 -0.0982
C 2.007817 -0.080270 0.544907 0.798 -1.977 -1.466 -0.2630
C -1.448771 1.567025 -1.516902 -1.045 1.778 2.352 -0.0485
C -1.983211 -0.871210 -1.404505 -0.984 -1.794 1.737 -0.0382
N 0.863714 0.605108 0.159168 1.558 3.218 -0.073 -0.5128
N -0.165188 -0.114498 -0.228856 1.167 -1.901 1.337 0.0248
O 0.456084 -2.744747 1.936780 1.198 0.108 0.722 0.3729
I 0.749455 2.576035 1.073103 0.010 -1.129 -0.261 0.9204
H 1.088813 -0.073172 2.457653 -0.422 0.218 0.203 0.1298
H 2.706617 -0.499519 2.598308 -0.126 -0.881 -0.236 0.1731
H 2.844356 0.564159 0.736502 0.162 0.571 -0.302 0.0890
H 2.372434 -0.877593 -0.232507 -0.943 1.365 1.422 0.1793
H -0.599106 2.175507 -1.177175 -0.575 0.578 -1.055 -0.0324
H -1.751374 1.678629 -2.575320 0.595 -0.483 0.587 0.1047
H -2.384812 1.962526 -0.891271 1.867 -0.809 -1.247 0.1467
H -1.913028 -0.893069 -2.454000 -0.313 -0.159 -1.525 0.0645
H -1.775941 -1.952952 -1.023206 -0.012 2.192 -0.404 0.1192
H -3.018907 -0.605038 -1.100155 0.448 -0.279 -0.431 0.0992
```
Positions in Å, forces in eV/Å.

Computed properties:
Total energy ... -19501.3247 eV
Relative energy (zero: lowest compared OMol25 entry of this formula, charge and spin) ... 4.3468 eV
Total charge ... +1
HOMO level ... -12.103 eV

(6)
Computed, not measured: the ion C6H10N with charge +1 at a distorted geometry, with ωB97M-V with the def2-TZVPD basis set.

Structure (XYZ):
```
17
Properties=species:S:1:pos:R:3:forces:R:3:lowdin_charge:R:1
C 3.432069 -0.693963 -0.374901 -0.106 -2.315 -1.638 0.0546
C 2.379043 -0.173992 0.133876 -1.283 0.600 0.638 -0.0764
C 1.390457 0.293083 0.869506 1.138 -1.195 -1.606 -0.0642
C 0.031128 0.628755 0.503846 -0.323 2.575 -0.347 -0.1705
C -0.434697 1.219349 -0.819911 -1.921 2.925 2.815 0.0088
N -0.864738 -0.126390 -0.426314 0.229 1.279 -0.138 -0.0667
C -2.205655 -0.366171 -0.046177 -3.651 0.623 0.341 -0.0165
H 4.169157 -0.140170 -0.911079 0.523 0.472 -0.012 0.0722
H 3.414079 -1.808077 -0.599199 0.284 1.356 0.747 0.1141
H 1.671587 0.411821 1.861082 0.022 0.243 1.961 0.1013
H -0.492474 1.176844 1.354730 0.192 -1.511 -1.247 0.1857
H -1.158502 2.143984 -0.690761 1.107 -2.459 -0.436 0.1852
H 0.148941 1.300092 -1.671636 1.286 -0.250 -1.361 0.1081
H -0.463898 -0.739542 -1.103938 0.576 -1.155 0.047 0.1903
H -2.954565 -0.364773 -0.892343 1.209 0.213 0.486 0.1336
H -2.324308 -1.338162 0.404347 0.229 -0.187 0.496 0.1052
H -2.542581 0.463405 0.653795 0.488 -1.215 -0.747 0.1351
```
Positions in Å, forces in eV/Å.

Computed properties:
Total energy ... -7863.9532 eV
Relative energy (zero: lowest compared OMol25 entry of this formula, charge and spin) ... 2.3950 eV
SMILES ... C=C=C[C@H]1C[N@@H+]1C
Total charge ... +1
HOMO level ... -13.727 eV